# 1
Below is a cluster of 2 separate species, CH4NO2S in total in a non-equilibrium geometry, with properties calculated with ωB97M-V/def2-TZVPD.

Each line ends with the natural charge from an NBO analysis.
Cartesian coordinates (Å):
C  2.31053  -0.14590  -0.00554  -1.02
N  -0.41573  -0.39842  -0.59790  -1.10
O  0.54697  1.87996  0.13112  -0.98
O  -3.06359  -0.39727  0.22121  -0.99
S  0.67237  0.35054  -0.00406  1.78
H  2.46939  -0.93383  0.67108  0.19
H  2.83038  0.70031  0.22481  0.19
H  -2.11507  -0.27905  -0.05753  0.50
H  -3.23523  -0.77633  -0.58319  0.44

For the max |F|, the calculation gives 4.10 eV/A. As for the total energy: -17519.907 eV. The LUMO energy comes out at 4.18 eV. The value obtained for the energy above the lowest of the compared OMol25 structures with the same formula, charge and spin is 118.1 kcal per mole. As for the total charge: -1. The calculation puts the HOMO-LUMO gap at 8.181 eV.

---

# 2
Below is a structure of composition C5H10NO2P in a non-equilibrium geometry, with properties calculated with ωB97M-V/def2-TZVPD.

Each line ends with the natural charge from an NBO analysis.
Cartesian coordinates (Å):
C  -0.51375  -0.00716  0.37189  0.85
C  -1.22457  0.10315  -2.03120  -0.62
C  -0.15062  2.06756  -0.99081  -0.57
C  0.61012  -1.00995  2.51829  -0.44
C  -0.19254  0.48814  -0.99121  -0.37
N  0.83969  -1.07281  1.12326  -0.93
O  -1.44832  0.09004  1.02182  -0.47
O  2.62360  -2.91123  1.34451  -1.05
P  2.06443  -1.96405  0.39775  1.41
H  -1.29284  0.61550  -2.96572  0.23
H  -2.37347  0.00067  -1.77443  0.23
H  -1.01376  -0.99450  -2.34941  0.22
H  0.10529  2.49514  -1.97933  0.22
H  0.61918  2.32506  -0.35216  0.21
H  -0.98705  2.50050  -0.63009  0.21
H  1.04987  -1.78176  3.11696  0.23
H  0.95172  0.01596  2.82662  0.18
H  -0.43718  -1.01924  2.62745  0.20
H  0.77020  0.05897  -1.28421  0.24

For the max |F|, the calculation gives 5.32 eV/A. As for the total energy: -20219.713 eV. The LUMO energy comes out at 0.55 eV. The value obtained for the energy above the lowest of the compared OMol25 structures with the same formula, charge and spin is 36.3 kcal per mole. The calculation puts the HOMO-LUMO gap at 9.951 eV.

---

LUMO energy of number 2 (C5H10NO2P)?
0.55 eV

---

LUMO energy of number 2 (C5H10NO2P)?
0.55 eV